Below is one molecule with the formula C4H8S2 at a distorted geometry, with properties calculated with ωB97M-V/def2-TZVPD.

```
14
Properties=species:S:1:pos:R:3
C -0.14 -1.37 -2.67
S -1.06 0.18 -2.22
C 0.05 0.67 -1.06
C -0.32 0.87 0.25
S 0.77 1.37 1.55
C 0.22 0.72 2.97
H -0.57 -2.32 -2.10
H -0.34 -1.32 -3.91
H 1.17 -1.44 -2.48
H 1.22 0.75 -1.17
H -1.44 0.54 0.63
H -0.81 0.77 3.38
H 0.91 0.96 3.71
H 0.33 -0.40 3.13
```

Its molar mass is 120.2 g mol⁻¹. The calculation puts the lowest unoccupied orbital energy at 0.81 eV. As for the SMILES: CS/C=C/SC. As for the total charge: 0. Its multiplicity is 1. For the total energy, the calculation gives -25944.65354 eV. The HOMO-LUMO gap comes out at 8.63 eV.

Mulliken atomic charge list, values in e, 6 entries:
1. C -0.704
2. S -0.113
3. C -0.216
4. C -0.145
5. S -0.074
6. C -0.942